Entry 1:
Below is an isolated ion of composition C4H8NOS and charge +1, with properties calculated with ωB97M-V/def2-TZVPD.

Structure (XYZ):
```
15
Properties=species:S:1:pos:R:3:lowdin_charge:R:1
S 2.32051 -0.40340 0.44748 1.2354
O 2.56811 0.87796 -0.69436 -0.2308
N -0.82713 0.31977 -0.46131 0.0412
C -1.85797 1.04002 0.12853 -0.1077
C 0.96025 -1.31141 -0.37450 -0.3217
C -0.46861 -0.97490 0.02869 -0.2821
C 1.65338 1.18582 0.23542 -0.3148
H -2.73937 0.49798 -0.20888 0.1206
H -2.17153 2.06325 -0.13066 0.1051
H -0.60830 -1.23349 1.03698 0.1147
H -1.58534 0.93075 1.26631 0.1393
H 0.96571 -1.05758 -1.36038 0.0637
H -1.07206 -1.64546 -0.49449 0.1351
H 1.02658 -2.46415 -0.30349 0.1505
H 1.83575 2.17485 0.88469 0.1515
```

Properties
E_HOMO (spin up / spin down)	-0.4751 / -0.4751	Eh
electronic energy	-684.84816	Ha
net charge	+1
relative energy (zero: lowest compared OMol25 entry of this formula, charge and spin)	174.80	kcal per mole

Entry 2:
Below is C4H8NOS as an isolated structure, with properties calculated with ωB97M-V/def2-TZVPD.

Structure (XYZ):
```
15
Properties=species:S:1:pos:R:3:lowdin_charge:R:1
S -1.93397 -0.94936 0.93801 1.0219
O 1.35782 0.76455 1.00929 0.0963
N 0.61537 -0.24112 1.11547 -0.3002
C -0.49656 1.28464 -0.72701 -0.0062
C -0.72134 0.74095 -2.09227 -0.1251
C 1.06586 -1.43221 1.80525 0.0382
C -0.55608 -0.20053 0.56254 -0.6010
H -0.11048 -0.15445 -2.42378 0.1148
H 0.58641 1.39105 -0.48345 0.0950
H 1.56597 -1.11982 2.74893 0.1353
H 0.24989 -2.09619 1.86005 0.0553
H -0.42134 1.51662 -2.82342 0.1119
H 1.93119 -1.92045 1.23675 0.1520
H -1.38632 1.90731 -0.40239 0.1362
H -1.74643 0.50901 -2.32398 0.0754
```

Properties
E_HOMO (spin up / spin down)	-0.5404 / -0.5275	Eh
electronic energy	-684.92164	Ha
net charge	+1
relative energy (zero: lowest compared OMol25 entry of this formula, charge and spin)	128.69	kcal per mole

Entry 3:
Below is C4H8NOS as an isolated structure, with properties calculated with ωB97M-V/def2-TZVPD.

Structure (XYZ):
```
15
Properties=species:S:1:pos:R:3:lowdin_charge:R:1
S -3.06690 1.17844 0.29542 0.9582
O -2.76120 -0.52003 0.77196 -0.4026
N -1.58879 -0.84665 0.19954 -0.2057
C -1.08927 0.19315 -0.40807 -0.0403
C 0.89922 1.61192 0.09356 -0.0307
C -1.07817 -2.16310 0.36399 0.0450
C 0.07386 0.84967 -0.94830 -0.1696
H 1.03491 1.17357 1.10482 0.1121
H -0.38109 1.62369 -1.53485 0.1327
H -0.05536 -2.24658 0.04578 0.1180
H 1.78362 1.90898 -0.29076 0.0508
H -1.72834 -2.94497 0.00570 0.1205
H 0.55468 0.24443 -1.60891 0.1070
H 0.44499 2.55621 0.26062 0.0785
H -0.96613 -2.53647 1.38393 0.1261
```

Properties
E_HOMO (spin up / spin down)	-0.5261 / -0.5261	Eh
electronic energy	-684.92580	Ha
net charge	+1
relative energy (zero: lowest compared OMol25 entry of this formula, charge and spin)	126.08	kcal per mole

Entry 4:
Below is an isolated ion of composition C4H8NOS2 and charge +1, with properties calculated with ωB97M-V/def2-TZVPD.

Structure (XYZ):
```
16
Properties=species:S:1:pos:R:3:lowdin_charge:R:1
S 1.09192 -1.75883 0.41982 0.9381
S 2.18090 -0.81271 3.07498 0.9922
O 1.00346 0.04475 2.99431 -0.5952
N -1.30467 -0.14353 0.41621 -0.0241
C 0.95478 0.08011 -0.10403 -0.3050
C -0.26485 0.81223 0.55558 -0.2013
C 2.35097 -1.56966 1.57047 -0.7003
C -1.21924 -1.14536 1.20964 0.0078
H 1.94702 0.49281 0.24212 0.1024
H -1.91497 -0.22427 -0.35149 0.1619
H -0.55897 -0.81751 2.10719 0.0988
H 0.80649 -0.05198 -1.26681 0.1214
H -0.51462 1.77115 0.11488 0.1369
H 0.10812 1.02039 1.62296 0.1256
H 3.16417 -2.24094 1.49486 0.0146
H -1.68002 -2.12735 1.09846 0.1262
```

Properties
E_HOMO (spin up / spin down)	-0.4821 / -0.4821	Eh
electronic energy	-1083.22201	Ha
net charge	+1
relative energy (zero: lowest compared OMol25 entry of this formula, charge and spin)	46.21	kcal per mole

Entry 5:
Below is the molecule C4H8NPS, with properties calculated with ωB97M-V/def2-TZVPD.

Structure (XYZ):
```
15
Properties=species:S:1:pos:R:3:lowdin_charge:R:1
S -1.73530 -0.32070 0.04999 0.8922
P 0.21515 1.97581 1.03578 0.8509
N 0.40691 0.48339 -1.20068 -0.0575
C -0.21114 -0.46762 -2.07081 -0.3149
C -0.36072 0.67417 -0.07537 -0.9094
C -1.15581 -1.37541 -1.30248 -0.4193
C 0.98600 0.95605 2.43264 -0.3332
H 0.13394 0.35937 2.98862 0.0744
H -2.09280 -1.52477 -1.87569 0.0787
H 1.20259 2.07247 0.18359 -0.1083
H -0.86095 0.14367 -2.72035 0.1208
H 0.51365 -0.93293 -2.61946 0.0789
H 1.84269 0.38817 2.13494 0.0136
H -0.73294 -2.23985 -0.97820 0.0361
H 1.37322 1.70934 3.10349 -0.0032
```

Properties
E_HOMO	-0.3133	Eh
electronic energy	-951.44618	Ha
net charge	0
relative energy (zero: lowest compared OMol25 entry of this formula, charge and spin)	27.82	kcal per mole
SMILES	CPC1=NCCS1

Entry 6:
Below is C4H8NS as an isolated structure, with properties calculated with ωB97M-V/def2-TZVPD.

Structure (XYZ):
```
14
Properties=species:S:1:pos:R:3:lowdin_charge:R:1
S -0.88447 -0.30596 -0.97512 0.9967
N 1.57331 -0.21058 0.54124 0.0591
C -1.78489 0.81815 0.14864 -0.2647
C -0.83660 -1.73951 -0.22266 -0.2692
C 0.98595 0.78609 -0.30780 -0.2355
C 2.22773 0.24902 -0.55874 0.0955
H -1.55026 1.82205 -0.41610 0.0964
H -1.20319 0.75811 1.08169 0.0594
H -0.94588 -1.74411 0.82199 0.0225
H -0.67486 -2.70463 -0.60186 0.0288
H 3.16086 -0.09782 -0.96096 0.1505
H 2.12027 -0.02163 1.32122 0.1116
H -2.83309 0.63033 0.27641 0.0577
H 0.64513 1.76046 -0.14797 0.0910
```

Properties
E_HOMO (spin up / spin down)	-0.4754 / -0.4746	Eh
electronic energy	-609.67865	Ha
net charge	+1
relative energy (zero: lowest compared OMol25 entry of this formula, charge and spin)	120.04	kcal per mole

Entry 7:
Below is an isolated ion of composition C4H8NS and charge +1, with properties calculated with ωB97M-V/def2-TZVPD.

Structure (XYZ):
```
14
Properties=species:S:1:pos:R:3:lowdin_charge:R:1
S -2.15780 -0.34378 0.50367 0.9672
N 0.45312 -0.14741 0.07802 -0.1125
C 0.07453 1.03870 0.09777 -0.0621
C -0.82164 -1.18394 -0.24521 -0.3062
C -1.40124 1.20782 -0.05010 -0.3571
C 1.80833 -0.48762 0.27823 -0.0102
H 1.98232 -0.84920 1.27856 0.1110
H -1.76378 2.04401 0.49472 0.0932
H 2.35188 0.34840 -0.17443 0.1130
H -0.78540 -1.12755 -1.30547 0.0899
H 0.67866 1.91836 0.26184 0.1711
H -0.78912 -2.14174 0.21572 0.0786
H 2.10416 -1.40597 -0.39466 0.1526
H -1.73401 1.12994 -1.03866 0.0716
```

Properties
E_HOMO	-0.5078	Eh
electronic energy	-609.84445	Ha
net charge	+1
relative energy (zero: lowest compared OMol25 entry of this formula, charge and spin)	16.00	kcal per mole
SMILES	C[N+]1=CCSC1

Entry 8:
Below is C4H8NaO3 as an isolated structure, with properties calculated with ωB97M-V/def2-TZVPD.

Structure (XYZ):
```
16
Properties=species:S:1:pos:R:3:lowdin_charge:R:1
Na -0.02811 2.55136 2.50899 0.7407
O -1.66558 -0.33145 -0.36391 -0.0983
O -0.88711 1.60270 0.62696 -0.1835
O 0.20583 -0.39390 0.82179 -0.0943
C 2.56912 -0.48507 0.27617 -0.0882
C -2.70470 0.36341 -1.01069 -0.1165
C -0.61071 0.46706 0.06787 -0.5726
C 1.19243 -1.10613 0.10434 -0.2845
H 0.90994 -1.16811 -0.96085 0.1197
H -3.40111 -0.38695 -1.40180 0.0831
H 2.89855 -0.58298 1.31940 0.0670
H 2.56931 0.59164 0.04515 0.0720
H -2.31605 0.97602 -1.84137 0.0874
H -3.23588 1.02854 -0.31362 0.0789
H 1.20096 -2.13618 0.49002 0.1159
H 3.30313 -0.98996 -0.36846 0.0730
```

Properties
multiplicity	2
E_HOMO (spin up / spin down)	-0.1745 / -0.3227	Eh
electronic energy	-545.16063	Ha
net charge	0
relative energy (zero: lowest compared OMol25 entry of this formula, charge and spin)	5.85	kcal per mole

Entry 9:
Below is a 2-piece molecular cluster, C4H8O overall, with properties calculated with ωB97M-V/def2-TZVPD.

Structure (XYZ):
```
13
Properties=species:S:1:pos:R:3:lowdin_charge:R:1
O -1.49691 -0.56296 0.17394 -0.0170
C 0.26556 0.52314 -1.19237 -0.0414
C 0.22355 0.83295 1.34750 -0.0250
C -0.14017 -0.02235 0.15448 -0.5347
C -0.48760 -1.42507 0.41636 -0.0887
H -0.12033 -2.05357 -1.07002 0.1508
H 1.31239 0.95007 1.40009 0.0898
H -0.21989 1.83088 1.25167 0.0869
H 1.34927 0.44723 -1.33094 0.0893
H -0.31654 -2.43780 -0.17497 0.0380
H -0.01636 1.58137 -1.27190 0.0854
H -0.12189 0.38084 2.28107 0.0865
H -0.23109 -0.04473 -1.98490 0.0803
```

Properties
E_HOMO	-0.3179	Eh
electronic energy	-232.25912	Ha
net charge	0
relative energy (zero: lowest compared OMol25 entry of this formula, charge and spin)	117.04	kcal per mole